The following is a quantum chemistry calculation of a molecular structure, C47H35Br2F5GaGeN3O3PSeTe, from the Open Molecules 2025 dataset.

Last column: Löwdin spin population.
CARTESIAN COORDINATES (ANGSTROEM)
Ga  0.740  -0.085  -0.523  0.02
Br  -2.697  -5.845  -1.719  0.00
C  -1.705  -4.284  -1.386  0.00
C  -1.612  -3.775  -0.104  0.00
C  -0.875  -2.620  0.075  0.00
N  -0.257  -1.986  -0.921  0.01
C  -0.358  -2.481  -2.160  0.00
C  -1.072  -3.638  -2.431  0.00
C  0.332  -1.715  -3.225  0.00
C  0.190  -2.000  -4.574  0.00
C  0.864  -1.191  -5.473  0.00
Br  0.667  -1.502  -7.320  0.00
C  1.665  -0.161  -5.023  0.00
C  1.753  0.033  -3.654  0.00
N  1.087  -0.715  -2.781  0.00
H  -2.087  -4.254  0.740  0.00
H  -0.773  -2.185  1.058  0.00
H  -1.137  -4.032  -3.433  0.00
H  -0.447  -2.795  -4.929  0.00
H  2.215  0.472  -5.703  0.00
H  2.380  0.810  -3.241  0.00
C  6.650  -1.259  1.575  0.00
C  5.808  -0.203  0.902  0.00
O  4.495  -0.737  0.668  0.00
P  3.715  -0.800  -0.713  0.00
O  2.617  0.274  -0.678  0.01
Te  5.105  -0.894  -2.584  0.00
O  2.822  -2.124  -0.501  0.00
C  3.424  -3.428  -0.432  0.00
C  2.394  -4.444  -0.868  0.00
H  7.634  -0.853  1.814  0.00
H  6.784  -2.116  0.914  0.00
H  6.180  -1.597  2.498  0.00
H  6.243  0.106  -0.051  0.00
H  5.680  0.676  1.535  0.00
H  3.745  -3.595  0.598  0.00
H  4.299  -3.448  -1.086  0.00
H  1.512  -4.396  -0.228  0.00
H  2.811  -5.449  -0.804  0.00
H  2.097  -4.259  -1.902  0.00
C  -2.916  4.293  1.923  0.01
C  -3.666  3.310  1.296  0.00
C  -3.087  2.506  0.322  0.00
C  -1.749  2.660  -0.029  0.00
C  -1.007  3.655  0.610  0.00
C  -1.583  4.468  1.573  0.00
Ge  -0.843  1.571  -1.381  0.00
C  -2.146  0.465  -2.354  0.00
C  -3.044  -0.332  -1.638  0.00
C  -3.881  -1.232  -2.279  0.00
C  -3.830  -1.361  -3.662  0.00
C  -2.947  -0.579  -4.391  0.00
C  -2.115  0.327  -3.740  0.00
C  0.010  2.847  -2.597  0.00
C  1.365  3.145  -2.452  0.00
C  1.981  4.090  -3.263  0.00
C  1.246  4.751  -4.237  0.00
C  -0.107  4.475  -4.385  0.00
C  -0.718  3.536  -3.566  0.00
H  -3.367  4.920  2.682  0.00
H  -4.707  3.172  1.561  0.00
H  -3.698  1.759  -0.172  0.00
H  0.035  3.806  0.345  0.00
H  -0.992  5.238  2.054  0.00
H  -3.083  -0.258  -0.554  0.00
H  -4.570  -1.837  -1.702  0.00
H  -4.482  -2.063  -4.167  0.00
H  -2.902  -0.671  -5.469  0.00
H  -1.420  0.919  -4.327  0.00
H  1.957  2.632  -1.700  0.00
H  3.034  4.307  -3.135  0.00
H  1.723  5.485  -4.873  0.00
H  -0.687  4.996  -5.136  0.00
H  -1.780  3.346  -3.683  0.00
N  -4.357  3.142  6.745  0.06
C  -3.669  2.652  5.964  0.02
C  -2.819  2.047  4.984  0.11
C  -3.260  0.920  4.276  -0.02
C  -2.453  0.346  3.326  0.10
C  -1.163  0.873  3.053  0.03
C  -0.744  2.027  3.767  0.11
C  -1.557  2.592  4.718  -0.01
C  -0.321  0.260  2.147  0.33
C  0.593  -0.353  1.492  0.06
H  -4.238  0.509  4.486  0.00
H  -2.791  -0.526  2.780  0.00
H  0.232  2.445  3.559  0.00
H  -1.228  3.464  5.267  0.00
F  -1.709  -0.962  7.370  0.00
C  -0.917  -1.168  6.326  0.00
C  -1.253  -2.122  5.380  0.00
F  -2.377  -2.825  5.517  0.00
C  -0.431  -2.312  4.286  0.00
F  -0.826  -3.211  3.375  0.00
C  0.730  -1.576  4.097  0.01
Se  1.708  -1.675  2.456  0.12
C  1.042  -0.633  5.063  0.00
F  2.112  0.150  4.923  0.00
C  0.238  -0.424  6.171  0.00
F  0.549  0.513  7.065  0.00

Values from the calculation:
ΔE to the lowest compared entry with this formula, charge and spin = 0.00 kcal per mole
Multiplicity = 2
Frontier orbital gap (spin up / spin down) = 5.77 / 6.44 eV
Molar mass = 1324.5 g/mol